Record 1
The following is a DFT calculation (the ωB97M-V functional and the def2-TZVPD basis) of a molecular structure, C40H50N3P2SeTa.

Calculated values
- orbital gap (eV) = 5.887
- charge = +2

XYZ file:
```
97
Properties=species:S:1:pos:R:3:mulliken_charge:R:1
H 1.473 3.847 -0.998 0.183
C -1.580 -4.007 1.506 -0.744
H -5.471 1.933 -0.885 0.343
C -0.848 -3.141 0.711 -0.132
H 3.665 -1.352 0.838 0.382
C 2.277 2.115 3.887 -0.881
H 0.988 -1.231 -3.655 0.537
C -1.802 -4.157 -1.263 -0.084
Ta -0.031 0.739 -0.932 -0.169
H -2.576 -1.145 -1.855 0.040
H -4.781 2.888 0.945 0.242
H 2.174 2.463 4.907 0.480
P -2.456 1.287 -0.229 0.010
C -1.914 -0.870 3.752 -1.233
C -4.372 -1.406 3.968 -1.580
C -3.809 3.293 1.224 -1.350
H -4.081 3.533 -1.532 0.251
H -3.652 -1.429 -0.474 0.224
C 3.628 1.661 1.992 -0.115
H -3.502 2.832 2.162 0.295
C 3.632 -0.279 -1.044 1.035
H -1.798 3.443 0.511 0.405
C -2.312 0.447 1.362 -0.235
C 3.552 1.974 3.341 0.125
H -0.154 -2.438 1.153 0.534
H -5.534 0.403 0.012 0.209
C -5.250 0.869 -0.930 -1.391
H -2.366 3.547 -1.955 0.059
H 3.866 1.793 -3.050 0.327
C -2.560 -4.990 -0.459 -0.922
H -2.997 -5.616 1.545 0.455
C 0.848 -2.994 -2.441 1.035
C 3.287 -1.492 -0.175 -1.500
Se -0.241 4.104 -4.332 0.083
C 2.500 3.886 -0.620 -1.409
C 1.259 -4.322 -2.270 -0.382
C -3.388 -0.101 2.056 -0.249
H 3.279 -4.606 -4.967 0.450
H 2.475 3.913 0.469 0.302
C -3.558 -0.926 -1.438 -1.169
H 2.525 -2.284 -5.305 0.475
H -3.924 4.363 1.398 0.500
N -0.071 1.809 -2.569 -0.420
H -1.890 -4.207 -2.341 0.568
C -3.213 -0.772 3.256 0.308
H -4.390 0.007 1.661 0.167
H 5.668 -0.878 -1.308 0.498
H 3.332 -0.484 -2.078 0.286
H -4.260 -1.344 5.049 0.412
H -3.232 -5.704 -0.915 0.444
C -3.086 3.801 -1.175 -1.120
H 0.158 -0.455 3.483 0.589
H -1.474 -3.968 2.581 0.501
H 0.915 -4.892 -1.417 0.552
H -4.434 -2.464 3.702 0.279
C 2.183 -2.837 -4.441 -0.757
N -0.058 -1.087 -1.304 0.282
C 4.780 2.199 4.175 -1.694
C -2.762 3.077 0.134 0.752
H -1.735 -1.380 4.692 0.467
H 5.041 3.259 4.197 0.317
H 4.598 1.663 1.506 0.323
C -0.836 -0.334 3.077 0.261
H -5.877 0.436 -1.710 0.498
H -3.071 4.880 -1.028 0.467
C 1.329 -2.252 -3.529 -0.341
H 4.606 1.883 5.202 0.428
H 2.944 4.818 -0.970 0.499
H -4.310 -1.343 -2.107 0.594
C 2.598 -4.153 -4.258 -0.452
C 3.412 2.708 -2.666 -1.196
C 3.315 2.700 -1.141 0.513
C -0.059 -2.368 -1.487 -0.600
C 2.142 -4.888 -3.170 -0.955
H 5.418 0.829 -1.660 0.390
N 0.097 0.862 1.121 0.370
H 2.474 -5.907 -3.030 0.455
H 5.634 1.651 3.780 0.402
H 0.171 1.970 3.619 0.650
H 4.318 2.727 -0.705 0.669
C -2.438 -4.930 0.923 -0.576
C -0.941 -3.230 -0.677 0.643
C -1.002 0.343 1.864 0.064
H 3.747 -2.389 -0.590 0.490
H 4.020 3.552 -2.992 0.490
H -3.591 1.056 -2.269 0.571
H -5.314 -0.936 3.689 0.392
C 1.139 1.824 3.160 -0.607
H 2.426 2.814 -3.117 -0.020
C 1.221 1.341 1.851 0.077
H 5.452 0.252 0.019 0.264
C 5.128 0.017 -0.995 -1.547
C -0.139 2.763 -3.313 0.403
C 2.491 1.349 1.251 0.027
H 2.212 -1.654 -0.122 0.168
P 2.538 1.135 -0.540 -0.327
C -3.794 0.583 -1.301 0.647
```

Record 2
The following is a DFT calculation (the ωB97M-V functional and the def2-TZVPD basis) of a molecular structure, C40H51ClFNO8PSiV.

Calculated values
- energy relative to the best compared isomer or geometry (same formula, charge and spin) (kJ/mol) = 20.6
- orbital gap (eV) = 4.862
- charge = +2

XYZ file:
```
105
Properties=species:S:1:pos:R:3:mulliken_charge:R:1
P -0.169 2.865 -1.591 1.709
H -1.909 -5.807 -3.252 0.307
H 0.872 5.501 -1.324 0.511
H 0.636 -0.337 5.398 0.339
C 2.607 2.636 -1.892 0.643
F -2.003 0.936 -1.219 -0.557
H 0.913 -4.298 0.339 0.718
C -2.411 4.827 1.856 -0.658
H 1.404 -2.755 -0.353 0.185
H 2.772 0.906 2.597 0.123
O -0.293 -3.473 -3.279 -0.578
C -3.639 -1.749 1.618 -1.729
C 2.993 5.380 -1.580 -0.755
C 1.713 4.842 -1.500 -0.221
O 0.119 0.788 3.051 0.667
C -1.453 -6.116 -2.313 -1.569
O -0.545 -1.129 -1.890 1.055
H 0.752 4.154 0.872 0.344
C -1.023 4.791 1.876 -0.796
C -2.618 -1.145 3.829 -1.686
C -2.133 3.682 -5.607 -0.598
H -0.282 -3.332 2.951 0.183
C -1.591 -1.631 -2.705 -0.017
H -4.647 -1.676 2.026 0.419
O -2.320 -0.898 -3.275 -0.491
H -2.948 5.310 2.662 0.455
H 3.130 2.076 3.867 0.553
H 2.221 0.388 5.666 0.556
C 2.751 -5.102 -2.183 -0.801
C -1.537 -3.142 -2.709 -0.353
C 2.349 1.714 3.198 -1.270
O 0.215 0.473 0.379 0.608
H 3.184 -4.109 1.627 0.373
C -0.329 4.178 0.847 -0.520
H 3.132 6.447 -1.467 0.491
H 3.407 -2.775 2.768 0.436
H -2.985 3.228 -1.067 0.525
H -0.319 1.962 5.391 0.362
H 3.460 0.746 -2.507 0.519
H 0.961 -4.584 2.911 0.562
H -1.912 -0.488 4.339 0.184
H -2.372 -3.505 -3.306 0.517
C 2.537 1.209 -2.169 -0.525
C -1.033 3.628 -0.227 1.077
H 3.453 -2.470 1.020 0.350
V -0.341 0.486 -1.142 0.036
H 0.141 3.114 4.128 0.100
C 1.156 1.223 4.000 1.579
C 1.515 3.474 -1.637 0.321
C -2.432 3.658 -0.243 -0.983
H 1.242 2.786 5.476 0.436
H -3.299 -2.779 1.724 0.377
C 1.476 -2.820 1.800 1.936
C 1.523 0.055 4.898 -1.517
C -1.530 2.454 -5.368 -0.951
H -3.684 -1.495 0.556 0.288
C 1.851 -4.213 -2.737 -0.280
H -2.397 1.322 2.631 0.134
H 0.561 -7.488 -1.224 0.497
C -2.706 -0.806 2.352 1.710
H -1.498 -7.202 -2.280 0.520
O 1.312 -1.366 1.962 0.143
C -3.093 0.647 2.129 -1.378
H 2.198 -3.300 -3.205 0.526
H -4.090 0.828 2.532 0.686
H -0.479 5.252 2.689 0.581
N 1.539 0.407 -2.101 1.078
H 3.814 -4.903 -2.199 0.497
C 0.860 -3.216 0.473 -1.044
H 2.001 -0.745 4.333 0.112
H 1.201 -3.153 3.917 0.383
C 0.488 -4.478 -2.714 0.543
H -4.195 4.287 0.789 0.507
C 3.884 3.190 -1.977 -1.054
O -1.384 -1.041 1.745 0.448
C -1.597 4.414 -3.381 -0.351
C 2.974 -3.053 1.807 -1.861
H -3.115 0.879 1.063 0.172
C -0.989 3.181 -3.142 0.771
C 0.910 -6.548 -1.631 -0.873
C -3.114 4.255 0.803 -0.937
H -2.586 3.878 -6.570 0.430
H 4.731 2.547 -2.183 0.515
Si 0.056 -0.397 1.994 -2.011
H -3.594 -1.018 4.298 0.526
C 0.514 2.341 4.798 -1.436
Cl 3.357 -7.373 -0.851 -0.202
H -0.192 -2.923 0.427 -0.190
H -0.491 1.235 -3.960 0.031
H 2.054 2.537 2.542 0.133
H -2.642 5.610 -4.813 0.464
H 1.134 -1.417 -2.449 -0.089
O 1.931 -0.858 -2.508 -0.651
C 4.080 4.553 -1.808 -0.896
H 5.077 4.966 -1.870 0.446
H -1.634 5.174 -2.610 0.446
C 0.795 -3.508 2.969 -1.829
C -2.167 4.658 -4.620 -0.840
H -1.516 1.694 -6.136 0.489
H -2.308 -2.181 3.970 0.386
C 2.261 -6.260 -1.600 -0.012
H -2.070 -5.745 -1.492 0.277
C -0.953 2.202 -4.135 -0.292
C -0.014 -5.675 -2.212 1.228
H -1.633 -3.492 -1.678 0.276
```

Number 1: LUMO -0.2524 Ha, maximum force 1.51 eV Å⁻¹, total energy -132227.54519 eV. Number 2: LUMO -0.2876 Ha, maximum force 0.49 eV Å⁻¹, total energy -118264.18864 eV.